# 1
Below is a molecular structure, C26H19Cl48N3O2S2 at a distorted geometry, with properties calculated with the ωB97M-V functional and the def2-TZVPD basis.

Values from the calculation:
Maximum force (eV/A): 8.678
Gap between HOMO and LUMO (eV): 6.59
Highest occupied orbital energy (eV): -8.34
E_tot (eV): -658563.622

Geometry as ORCA input:
```
! RIJCOSX wB97M-V def2-TZVPD def2/J DEFGRID3
* xyz 0 1
Cl 1.85842 -6.47885 -2.16461
Cl 5.43636 4.18962 2.34850
Cl 3.09524 -0.76009 4.59231
Cl 2.32236 9.06986 1.44835
Cl -1.70264 -0.02236 4.17146
Cl 1.62803 6.36648 4.20678
Cl 3.84371 6.59677 1.63564
Cl -7.44878 -0.04339 -6.02144
Cl -6.36493 -1.27031 -8.42674
Cl -6.93094 1.23613 4.45575
Cl -8.70876 0.03796 2.48872
Cl 3.87482 -5.79261 6.53865
Cl 1.38078 -4.29914 6.65971
Cl 2.22787 -4.28446 -4.03913
Cl 0.19788 2.14060 4.59011
Cl -1.73207 7.27347 -2.46600
Cl 3.91765 -2.88367 6.49764
Cl -4.37990 -5.13899 -4.76791
Cl 3.45648 2.23342 -7.07058
Cl -1.75366 1.49964 6.65071
Cl 7.68821 2.76330 1.18204
Cl -0.72892 4.90010 5.07846
Cl 1.04889 6.09827 7.04548
Cl -1.70985 -6.06578 -5.45893
Cl 3.89398 0.98724 -4.47800
Cl 2.37263 3.46033 -4.66529
Cl -4.26894 5.85800 -2.30393
Cl -2.61728 2.73975 4.16439
Cl -1.77490 4.36453 -2.42499
Cl 3.56564 2.07629 5.03852
Cl 3.19175 -4.29369 8.93704
Cl 5.19270 9.08803 0.97270
Cl -0.62382 7.79280 5.37324
Cl -5.92743 -2.51648 -5.83415
Cl 5.33125 1.29692 2.05371
Cl -8.60366 2.93065 2.78351
Cl -3.00957 -4.03160 -7.08334
Cl -4.57844 -0.02522 -6.49709
Cl 5.24298 3.47850 -5.14094
Cl 7.10907 2.49509 4.02073
Cl -3.97645 -6.77523 -7.13970
Cl 3.40621 7.84294 -0.95695
Cl 3.65786 -4.28952 -1.50527
Cl 4.38005 -6.18952 -3.58710
Cl -2.45798 5.86346 -0.02660
Cl -6.35180 1.50433 1.61705
Cl 3.56215 0.23069 7.28780
Cl 5.74192 0.17225 5.36139
S -3.53059 -1.86186 3.33604
S -3.85849 2.42888 0.37048
O 2.46913 -1.81411 -2.11929
O 2.71800 -0.47358 -0.13238
N -3.81493 -0.26995 2.65971
N -2.63610 -2.82958 2.13700
N -1.49032 -5.93430 -1.87905
C -3.15015 -0.39635 1.29809
C 3.03110 -5.31056 -2.82397
C -3.26893 -5.50285 -6.11253
C -2.55855 5.83989 -1.80540
C 3.74148 2.53986 -5.33877
C 0.33112 6.28943 5.42595
C -1.54072 -0.98120 -1.53619
C 0.20124 0.13830 -3.29695
C 2.15610 -0.66751 -1.51051
C 3.69121 8.14938 0.77486
C -0.97239 -3.68421 -0.55444
C 3.99122 0.42980 5.57008
C -7.64872 1.42728 2.83622
C -2.45539 -1.84575 0.96988
C -2.25555 0.51250 -1.31107
C 1.27136 0.56496 -2.13140
C 2.72414 -2.82084 1.03911
C 2.02533 -1.33944 0.83484
C -0.71696 -1.18308 -2.93967
C -1.46899 1.58945 4.89415
C -3.04235 0.74285 0.11511
C 6.39129 2.68625 2.40121
C -6.07993 -0.96386 -6.69492
C 3.09118 -4.31725 7.15824
C -1.63560 -2.19042 -0.43359
C -1.20246 -4.43560 -1.99326
H 0.18311 -3.57102 -0.34530
H 0.00700 -2.10430 -2.93381
H -0.16037 -4.36616 -2.57166
H 2.09126 -3.42996 1.83651
H 0.79462 1.20163 -1.24850
H -1.44879 -1.35605 -3.86744
H 0.74758 -0.06395 -4.31343
H -1.65042 -6.23046 -2.88834
H 1.91994 -0.85589 1.92102
H -2.19229 1.38823 -2.10147
H 0.92337 -1.53686 0.47212
H 2.75868 -3.47658 0.06878
H -0.53738 1.05247 -3.50007
H 2.05209 1.30423 -2.64941
H -1.46720 -4.36378 0.27658
H 3.78189 -2.64605 1.51096
H -2.77120 3.34255 0.34960
H -0.53719 -6.35156 -1.65586
H -1.97566 -3.87955 -2.70957
*
```

# 2
Below is a molecular structure, C23H34BF5HgN6S3 at a distorted geometry, with properties calculated with the ωB97M-V functional and the def2-TZVPD basis.

Values from the calculation:
Maximum force (eV/A): 2.030
Gap between HOMO and LUMO (alpha / beta) (eV): 6.48 / 5.26
Highest occupied orbital energy (alpha / beta) (eV): -4.04 / -3.90
E_tot (eV): -84291.423

Geometry as ORCA input:
```
! RIJCOSX wB97M-V def2-TZVPD def2/J DEFGRID3
* xyz -1 2
Hg 13.00767 11.98052 3.13952
S 11.57123 12.44806 5.97466
S 11.98538 15.20343 6.38754
S 15.62728 12.62715 6.83139
F 11.27277 6.65859 4.68036
F 10.14425 9.15289 3.87340
F 12.38842 9.07491 4.26060
F 11.69091 7.51803 6.62454
F 9.67428 7.41598 5.87626
N 14.30384 16.19366 7.53517
N 9.49901 12.43425 7.86186
N 11.45873 12.93268 8.67170
N 13.60703 14.33940 8.49733
N 13.62872 11.69570 8.39220
N 14.67701 10.07872 7.31940
C 15.50465 9.87290 5.08859
C 13.68747 9.49819 8.07953
C 15.20123 15.89446 8.54376
C 15.85453 17.90778 6.72813
C 8.02651 13.01644 5.91528
C 11.12457 9.14599 4.96250
C 14.64771 11.44086 7.53071
C 10.54683 12.96313 9.70422
C 13.32375 15.23424 7.51580
C 14.80667 14.73956 9.09007
C 13.42869 18.29973 6.61451
C 17.06787 9.60430 7.13074
C 14.53038 17.24457 6.47543
C 7.09507 11.81472 7.89706
C 8.72167 10.63398 6.40154
C 14.52834 16.64007 5.05598
C 15.64499 9.35221 6.52988
C 10.95648 7.69043 5.51858
C 9.33208 12.64874 9.20150
C 13.04090 10.47856 8.75531
C 15.32311 7.88004 6.44558
C 8.35434 11.95843 6.99125
C 10.78562 12.58895 7.53104
B 12.97312 13.00925 8.97528
H 9.70246 10.59818 5.94141
H 15.00502 17.37291 4.46019
H 7.27084 11.10067 8.69502
H 8.39117 12.48554 9.68004
H 13.49140 16.42138 4.80920
H 17.36872 10.64259 7.13351
H 17.78062 9.00427 6.54158
H 6.76777 12.75122 8.29892
H 6.34962 11.41568 7.20900
H 15.97145 18.65241 5.90257
H 16.15576 16.39418 8.74686
H 12.32758 10.40729 9.54317
H 16.16679 9.30428 4.44677
H 15.71483 10.90120 4.98521
H 12.47482 17.83469 6.75012
H 13.08256 12.99917 10.19075
H 7.95820 10.36308 5.66535
H 17.07555 9.32991 8.18641
H 16.65843 17.18256 6.62805
H 15.93492 18.44607 7.66146
H 13.64061 18.93717 7.46353
H 8.77719 9.85585 7.17980
H 15.15114 15.75703 5.10034
H 15.33141 14.15486 9.84525
H 13.37457 18.91288 5.73738
H 7.10963 12.67173 5.43716
H 13.39871 8.48808 8.00831
H 10.87367 13.16483 10.70634
H 15.29183 7.45330 7.45537
H 7.86220 13.94724 6.37249
H 16.16839 7.43014 5.92029
H 14.46904 9.63253 4.84130
H 14.41500 7.71060 5.85852
H 8.81414 13.06380 5.16638
*
```